Computed, not measured: C28H53In2N2O12 as an isolated structure, with ωB97M-V/def2-TZVPD.

## Properties
Largest force on an atom ... 5.3 eV/A
HOMO ... -10.991 eV

The geometry in ORCA input format:
```
! RIJCOSX wB97M-V def2-TZVPD def2/J DEFGRID3
* xyz 1 1
In -0.98507 -0.87111 0.30368
In -2.28366 -4.95137 2.43223
C -5.57918 -3.41209 -1.41096
C -4.21337 -3.39010 -0.72701
O -3.64213 -4.39240 -0.30618
O -3.54851 -2.29250 -0.61919
H -6.09845 -2.45676 -1.33472
H -6.23398 -4.22098 -1.08687
H -5.28700 -3.24848 -2.44824
C 1.64050 -5.11065 0.34139
C 0.68144 -3.93436 0.03424
O 1.22750 -2.82665 -0.19129
O -0.55928 -3.89784 0.15093
H 1.11135 -6.05792 0.23753
H 2.14177 -4.97473 1.29970
H 2.36975 -5.20607 -0.46310
C -4.96716 -0.85584 3.00063
C -4.12153 -2.14377 2.76549
O -2.94582 -2.00843 2.43463
O -4.52980 -3.22192 3.06981
H -4.80797 -0.19061 2.15197
H -4.79058 -0.39115 3.97067
H -6.04020 -1.03316 2.92821
C -1.90416 3.99141 0.45290
C -1.93254 2.50419 0.27430
O -2.25852 1.78733 1.19134
O -1.28735 1.95778 -0.62910
H -1.74958 4.43346 -0.53138
H -1.02422 4.17841 1.06840
H -2.78139 4.27072 1.03646
C 2.29228 -2.84214 3.84274
C 0.88250 -3.23884 3.47268
O 0.14531 -2.43806 2.87533
O 0.50605 -4.41097 3.55146
H 2.60767 -3.51013 4.64425
H 2.33217 -1.81005 4.19102
H 2.86995 -2.81696 2.91875
C 0.89628 -0.04516 -5.37977
C 0.65054 0.57807 -3.91617
C 0.64886 2.14755 -4.02085
C -0.45264 2.69665 -4.81197
C -1.86612 2.19919 -4.22979
C -1.97267 0.69349 -3.95569
N -0.66376 0.23155 -3.24423
O -0.59072 -1.20840 -3.06000
C -3.19134 0.59420 -2.95156
C -2.31455 -0.07615 -5.30979
C 1.83219 0.26327 -2.91173
H 0.41664 0.62433 -6.09378
H 0.73143 -1.09533 -5.62075
H 1.93401 0.05853 -5.69673
H 0.67591 2.64876 -3.05330
H 1.59776 2.45034 -4.46357
H -0.37157 2.34610 -5.84087
H -0.26910 3.75032 -5.02219
H -2.60314 2.46346 -4.98811
H -2.35101 2.87563 -3.52594
H -4.10550 0.71550 -3.53267
H -3.34487 -0.38552 -2.49914
H -3.19542 1.27580 -2.10096
H -1.55924 0.30043 -5.99957
H -2.18738 -1.15377 -5.20648
H -3.26825 0.13715 -5.79255
H 1.81729 -0.80608 -2.70111
H 1.79057 0.85073 -1.99452
H 2.73127 0.40438 -3.51160
H -0.17391 -1.48508 -3.87934
C 3.76536 2.58009 1.21090
C 3.31588 1.17670 1.55234
C 4.33808 0.65613 2.65156
C 4.30404 1.41864 4.00833
C 2.84315 1.41113 4.55186
C 1.72348 1.61602 3.53292
N 1.98849 1.05104 2.17487
O 0.96224 1.33641 1.25147
C 0.50053 0.71770 4.11195
C 1.34200 3.09947 3.43453
C 3.54699 0.28224 0.25867
H 3.06182 3.01932 0.50364
H 4.75168 2.56036 0.74735
H 3.84748 3.36836 1.95922
H 4.23735 -0.42916 2.64253
H 5.36597 0.65658 2.28886
H 4.61755 2.45479 3.88097
H 4.94476 0.95222 4.75668
H 2.78919 2.12061 5.37759
H 2.62293 0.45411 5.02486
H 0.77858 -0.32380 4.27340
H 0.32206 1.08023 5.12428
H -0.49615 0.72798 3.67078
H 0.38670 3.33311 2.96450
H 1.36589 3.47596 4.45717
H 2.11198 3.65464 2.89880
H 4.63565 0.33236 0.23854
H 3.35759 0.65232 -0.74893
H 3.18622 -0.74542 0.30186
H 1.00436 2.29302 1.32019
*
```